DFT (ωB97M-V with the def2-TZVPD basis set) results for an isolated molecule of C3H6N2O.

Bonds (Å) are listed after each position.
CARTESIAN COORDINATES (ANGSTROEM)
1 H -1.65 1.35 -1.47  N2 1.017
2 N -0.78 0.83 -1.61  H1 1.017, C3 1.273
3 C -0.35 0.34 -0.52  N2 1.273, C4 1.511, N5 1.400
4 C -1.04 0.47 0.82  C3 1.511, H8 1.094, H9 1.094, H10 1.096
5 N 0.83 -0.39 -0.63  C3 1.400, C6 1.371, H11 1.014
6 C 1.62 -1.05 0.27  N5 1.371, O7 1.211, H12 1.103
7 O 2.63 -1.64 -0.06  C6 1.211
8 H -1.82 1.23 0.73  C4 1.094
9 H -0.37 0.77 1.63  C4 1.094
10 H -1.52 -0.47 1.11  C4 1.096
11 H 1.17 -0.43 -1.59  N5 1.014
12 H 1.27 -1.01 1.32  C6 1.103

The value obtained for the HOMO energy is -9.93 eV. The calculation puts the energy relative to the best compared isomer or geometry (same formula, charge and spin) at 54.3 kJ/mol. Its molar mass is 86.09 Da. As for the LUMO energy: 0.76 eV. As for the electronic energy: -8236.1355 eV. Its largest force on an atom is 0.47 eV/Å. For the HOMO-LUMO gap, the calculation gives 10.7 eV.